12
Properties=species:S:1:pos:R:3:lowdin_charge:R:1 method="wB97M-V/def2-TZVPD" smiles=C#C[C@@H](C#N)CO lumo_energy_ev=0.6064 gap_ev=10.93
C -1.0005 -0.2223 -1.7646 0.1362
C -1.1265 0.3772 -0.7233 -0.0950
C -0.3802 0.7000 0.4922 -0.2747
C -1.0665 0.2040 1.7012 -0.1947
N -1.6198 -0.1786 2.6425 0.1527
C 1.0700 0.0357 0.2653 -0.1828
O 1.2713 -0.6315 -0.9562 -0.0869
H -0.9167 -0.7445 -2.6872 0.0527
H -0.2736 1.7864 0.6245 0.1444
H 1.2862 -0.6299 1.1044 0.1232
H 1.7915 0.8517 0.2335 0.1223
H 0.9648 -1.5481 -0.9322 0.1025

12
Properties=species:S:1:pos:R:3:lowdin_charge:R:1 method="wB97M-V/def2-TZVPD" smiles="C=NC(=O)C#CC" lumo_energy_ev=0.7070 gap_ev=10.76
C -2.1949 -1.5070 -0.5311 -0.0299
N -1.8831 -0.3460 -0.8179 0.0682
C -0.6993 -0.0378 -1.4407 -0.5553
O -0.4866 -0.1922 -2.6145 0.1190
C 0.1892 0.4367 -0.4475 0.0622
C 0.9822 0.7176 0.4193 -0.0392
C 1.9797 1.1609 1.3614 -0.0890
H -3.2528 -1.7260 -0.1858 0.0881
H -1.5001 -2.4633 -0.4499 0.1287
H 1.8088 2.0959 1.8412 0.0688
H 3.0007 1.4064 0.7820 0.1438
H 2.0562 0.4546 2.0834 0.0348

12
Properties=species:S:1:pos:R:3:lowdin_charge:R:1 method="wB97M-V/def2-TZVPD" lumo_energy_ev=0.5320 gap_ev=9.14
O 1.9385 0.7001 0.2307 -0.0465
C 0.7175 1.0711 -0.3602 -0.2322
C -0.3435 -0.0040 -0.2684 -0.2710
C -0.6189 -0.6050 0.9840 -0.1248
C -0.8021 -1.0305 2.0970 0.1268
C -1.0523 -0.3345 -1.3357 -0.1899
N -1.4658 -0.8186 -2.3830 0.2023
H 1.7552 0.4697 1.1523 0.0850
H 0.2976 1.9677 0.1089 0.1218
H 0.9340 1.3016 -1.4081 0.1269
H -0.4445 -1.2917 -2.0169 0.1759
H -1.0190 -1.3624 3.0852 0.0257

12
Properties=species:S:1:pos:R:3:lowdin_charge:R:1 method="wB97M-V/def2-TZVPD" smiles=C#C[C@@H](C#N)CO lumo_energy_ev=0.5226 gap_ev=11.24
C 0.5747 2.3943 0.3154 0.1460
C 0.4674 1.2294 0.0380 -0.0960
C 0.3226 -0.1774 -0.3604 -0.3080
C 1.5992 -0.9073 -0.2893 -0.1798
N 2.5773 -1.5222 -0.2480 0.1654
C -0.7805 -0.9184 0.4238 -0.2369
O -2.0270 -0.3491 0.1335 -0.0395
H 0.6682 3.4316 0.5549 0.0369
H 0.0001 -0.1912 -1.4157 0.1554
H -0.6114 -0.8146 1.4985 0.1362
H -0.7313 -1.9867 0.1660 0.1281
H -2.0593 -0.1882 -0.8167 0.0921

13
Properties=species:S:1:pos:R:3:lowdin_charge:R:1 method="wB97M-V/def2-TZVPD" smiles="C=C1OC=CN1C=O" lumo_energy_ev=0.1266 gap_ev=8.55
C 0.5217 0.7999 1.8600 0.0699
C 0.2102 0.7807 0.5379 -0.3527
O 0.2849 1.7182 -0.3761 0.0189
C 0.2579 1.0534 -1.6886 0.0336
C 0.0936 -0.3703 -1.5557 0.0564
N -0.2745 -0.4533 -0.1565 -0.0227
C -0.7664 -1.5785 0.2913 -0.3213
O -0.9718 -2.5713 -0.4343 -0.0043
H 0.2863 -0.0623 2.4460 0.0328
H 1.2547 1.5378 2.3601 0.0963
H 0.7552 1.6878 -2.4635 0.1260
H -0.4067 -1.0933 -2.1483 0.1060
H -1.2452 -1.4488 1.3277 0.1610

13
Properties=species:S:1:pos:R:3:lowdin_charge:R:1 method="wB97M-V/def2-TZVPD" smiles="[H]/N=C/c1ccoc1O" lumo_energy_ev=0.4870 gap_ev=8.45
H 3.2641 -0.6665 -0.0300 0.0410
N 2.4332 -0.0801 -0.0261 0.0845
C 1.3378 -0.7101 0.0318 -0.2367
C 0.0873 -0.0126 0.0302 -0.1389
C -0.2341 1.3680 0.0189 -0.0274
C -1.5849 1.4920 0.0002 -0.1097
O -2.1964 0.2701 -0.0083 0.0741
C -1.2557 -0.6633 0.0101 -0.2985
O -1.5794 -1.9524 -0.0009 0.1337
H 1.2379 -1.8039 0.0828 0.1192
H 0.4815 2.1638 0.0304 0.1116
H -2.2429 2.3364 -0.0222 0.1143
H -2.5393 -2.0417 -0.0662 0.1328

14
Properties=species:S:1:pos:R:3:lowdin_charge:R:1 method="wB97M-V/def2-TZVPD" multiplicity=3 lumo_energy_ev="-0.0659 / -2.0755" gap_ev="6.26 / 5.79"
C -0.1996 2.1278 -0.4059 -0.1977
C 0.9962 1.6486 -0.7804 -0.4338
C -1.3668 1.4375 -0.1721 -0.0589
C 0.5538 -0.7668 0.2135 -0.3592
C 0.9432 -1.9799 0.8734 -0.7089
N 0.5983 -3.1731 0.3636 0.1457
O 1.6441 -1.8047 1.9078 -0.0322
O -2.0110 1.2488 0.8863 0.1436
S 1.6476 0.0852 -0.6130 0.9963
H -0.5223 2.8436 -1.1231 0.1022
H 1.7442 2.2173 -1.2917 0.0574
H 0.8509 -4.1114 0.6612 0.1167
H -0.1372 -3.0799 -0.3425 0.1046
H -1.6392 1.6118 1.6683 0.1242

15
Properties=species:S:1:pos:R:3:lowdin_charge:R:1 method="wB97M-V/def2-TZVPD" lumo_energy_ev="-1.7591 / -2.0693" gap_ev="7.37 / 7.56"
C 1.2993 1.0254 -1.0939 -0.0197
C 0.8688 2.3151 -1.1514 -0.1083
C 0.5082 0.3763 -0.0946 -0.2430
C -0.2799 1.3736 0.3948 0.0477
C 0.5534 -1.0729 0.2816 -0.2329
N -0.4493 -1.4549 1.2360 -0.1537
O -2.9213 -1.6689 1.7902 -0.3494
O -2.2027 -1.8994 -0.5885 -0.3374
O -0.1121 2.5182 -0.2461 0.0221
S -2.0840 -1.2427 0.6929 0.7775
H 2.0706 0.5584 -1.6717 0.1136
H 1.1553 3.1517 -1.7538 0.1227
H 0.3994 -1.6839 -0.6133 0.1236
H 1.5398 -1.3199 0.6962 0.1362
H -0.3453 -0.9761 2.1215 0.1009

12
Properties=species:S:1:pos:R:3:lowdin_charge:R:1 method="wB97M-V/def2-TZVPD" multiplicity=3 lumo_energy_ev="0.8301 / -1.6086" gap_ev="4.98 / 6.76"
C -0.3918 1.7278 -1.1126 -0.4135
C -1.2965 1.2888 1.2626 -0.2960
C 0.0466 0.6244 -0.5592 -0.2847
C -0.5252 0.2963 0.7318 -0.3859
C 0.6953 -0.7715 -0.4603 -0.1030
N -0.0613 -0.9550 0.7930 0.0668
S -1.4135 2.5853 0.0297 0.9020
H -0.4117 2.2326 -2.1026 0.0649
H -2.0201 1.3997 2.0419 0.0394
H 0.6670 -1.4463 -1.2695 0.0797
H 1.8839 -0.8242 -0.2482 0.1493
H 0.2087 -1.6076 1.6197 0.1812

13
Properties=species:S:1:pos:R:3:lowdin_charge:R:1 method="wB97M-V/def2-TZVPD" charge=-1 lumo_energy_ev=1.7389 gap_ev=4.10
C -1.0650 -1.8135 0.7695 0.0136
C -1.7563 -1.6112 -0.3195 -0.1531
C -0.8847 -0.7274 1.8197 -0.3748
C -1.6975 1.1270 0.3571 0.0312
C -0.9254 0.6291 1.2846 -0.1125
O -2.5201 -1.2920 -1.1589 0.1794
O -0.6733 -0.9782 3.0253 0.0443
S 3.4056 0.6146 -5.1000 -0.5278
H -0.6600 -2.7282 0.9983 0.0909
H -1.5339 2.1117 -0.1001 0.0832
H -2.6590 0.6902 0.0828 0.0696
H -0.0613 1.2009 1.6468 0.1277
H 2.4355 1.2895 -5.8695 -0.4716

15
Properties=species:S:1:pos:R:3:lowdin_charge:R:1 method="wB97M-V/def2-TZVPD" charge=-1 lumo_energy_ev=3.0756 gap_ev=6.71
C -0.2877 0.6207 0.1462 -0.2047
C -1.0330 1.4035 0.9775 -0.5384
C -0.8323 -0.5421 -0.5044 -0.3703
C -3.7427 1.0875 0.2075 -0.9718
C -0.3433 -1.5215 -1.2724 -0.2107
O -2.7277 -1.4653 0.9721 -0.6129
O -4.1201 2.0324 -0.4925 -0.2233
O 0.9719 -1.9697 -1.5082 -0.0563
S -2.6031 1.7847 1.4923 0.8753
S -2.7174 -0.5652 -0.2690 0.8865
H 0.8047 0.6251 0.1419 0.0862
H -0.4880 2.3456 1.2342 0.0478
H -4.5953 0.6589 0.8776 0.0896
H -0.9336 -2.3184 -1.5793 0.0802
H 1.6105 -1.2156 -1.2385 0.1228

12
Properties=species:S:1:pos:R:3:lowdin_charge:R:1 method="wB97M-V/def2-TZVPD" lumo_energy_ev=-0.1919 gap_ev=7.69
H -3.0158 1.4185 0.0632 -0.1467
P -2.0920 0.4203 0.4095 0.8586
C -1.1048 0.6212 -0.8950 -0.5218
C 0.2014 0.0694 -1.1616 -0.1793
C 1.1192 -0.6628 -0.4410 -0.1298
C 1.2332 -0.9572 0.9114 -0.0980
C 0.6408 -0.2872 1.8748 -0.2101
O 0.0258 0.1546 2.7182 0.1850
H -1.4821 1.3892 -1.4185 -0.0233
H 0.4662 0.2969 -2.1986 0.0929
H 1.9716 -0.8774 -0.9572 0.0739
H 2.0365 -1.5854 1.0948 0.0987

12
Properties=species:S:1:pos:R:3:lowdin_charge:R:1 method="wB97M-V/def2-TZVPD" multiplicity=4 charge=+1 lumo_energy_ev="-5.8716 / -6.1308" gap_ev="7.61 / 7.57"
C -1.9907 -1.0992 -0.5195 -0.0061
C -1.9905 -1.1368 -1.8279 0.0531
C -1.8604 0.2292 -1.1906 -0.3792
O -0.6729 0.9141 -1.1758 -0.2872
V 0.6240 0.8987 -0.0116 1.0955
H -1.8864 -1.8806 0.2514 0.1163
H -2.1278 -1.7000 -2.7481 0.1199
H -2.7254 0.9112 -1.2121 0.1423
C 2.2154 0.7961 1.3125 -0.0338
C 3.1927 0.7143 2.1299 -0.0351
H 3.8857 1.5570 2.2715 0.1073
H 3.3366 -0.2039 2.7204 0.1070

11
Properties=species:S:1:pos:R:3:lowdin_charge:R:1 method="wB97M-V/def2-TZVPD" smiles="C#C/C=C/C" lumo_energy_ev=0.8711 gap_ev=9.75
C 1.4440 2.6096 -0.7772 0.0912
C 0.9130 1.5519 -0.5473 -0.1656
C 0.3781 0.2205 -0.5357 -0.1330
C -0.5999 -0.1869 0.3576 -0.1399
C -0.9519 -1.6597 0.5447 -0.1270
H 1.9643 3.5718 -0.6416 0.0420
H 0.8251 -0.4312 -1.2197 0.0812
H -0.9586 0.4934 1.0895 0.0853
H -0.5707 -2.2069 -0.3957 0.0851
H -0.3847 -2.1129 1.4874 0.1104
H -2.0587 -1.8497 0.6380 0.0703

11
Properties=species:S:1:pos:R:3:lowdin_charge:R:1 method="wB97M-V/def2-TZVPD" smiles=C#CC1CC1 lumo_energy_ev=1.2132 gap_ev=10.51
C 0.5544 0.3419 -2.3120 0.1019
C 0.2992 0.5116 -1.1575 -0.1529
C 0.1030 0.5922 0.2684 -0.3211
C -1.0247 -0.2389 0.8518 -0.1337
C 0.3494 -0.6977 0.9921 -0.1430
H 0.9910 0.3500 -3.2944 0.0267
H 0.3778 1.6323 0.4893 0.1435
H -1.4404 0.3072 1.7021 0.1013
H -1.8200 -0.5829 0.1291 0.1312
H 0.7018 -1.4698 0.3126 0.1036
H 0.9085 -0.7458 2.0186 0.1425

11
Properties=species:S:1:pos:R:3:lowdin_charge:R:1 method="wB97M-V/def2-TZVPD" smiles="C1=CCC=C1" lumo_energy_ev=1.0677 gap_ev=9.31
C 0.1715 -1.1128 -0.6667 -0.1020
C -0.0962 -0.9623 0.7109 -0.0755
C -0.2087 0.5046 1.0108 -0.2073
C -0.1617 1.0908 -0.3821 -0.1053
C 0.1302 0.1513 -1.3353 -0.1130
H 0.3784 -2.0575 -1.0880 0.0748
H -0.1234 -1.6795 1.4985 0.0801
H -1.0537 0.6652 1.6623 0.1067
H 0.6078 0.9537 1.6091 0.1322
H -0.1030 2.1682 -0.6336 0.0997
H 0.4588 0.2783 -2.3859 0.1097

11
Properties=species:S:1:pos:R:3:lowdin_charge:R:1 method="wB97M-V/def2-TZVPD" smiles="C1=CC12CC2" lumo_energy_ev=1.2526 gap_ev=9.86
C 1.6153 0.6708 0.2022 0.0850
C 1.5363 -0.5785 -0.2853 0.0477
C 0.2444 0.0597 -0.0387 -0.4256
C -1.0083 -0.3751 0.6332 -0.1092
C -1.0384 0.3276 -0.7188 -0.1068
H 2.3346 1.2597 0.6397 0.0537
H 1.7705 -1.5569 -0.4819 0.0722
H -1.2771 0.3592 1.4066 0.0912
H -1.4117 -1.4279 0.9440 0.1284
H -1.2390 -0.0285 -1.6712 0.0710
H -1.5266 1.2900 -0.6298 0.0924

21
Properties=species:S:1:pos:R:3:lowdin_charge:R:1 method="wB97M-V/def2-TZVPD" charge=-2 lumo_energy_ev=3.5655 gap_ev=5.11
B -3.0012 -2.0116 -0.1813 -0.7415
C -5.7330 2.6135 2.1665 -0.4367
C 9.8752 0.1780 0.7429 -0.7960
C -3.0738 -0.7322 0.5336 0.0021
C -1.1448 1.0956 -1.3563 0.0179
C -1.5401 -0.1398 -1.6688 -0.0171
N -2.1039 -1.1228 -2.3121 -0.3042
O -5.0614 2.9386 3.0536 0.1928
O 10.1832 -0.4113 1.7584 -0.0376
O -6.3634 2.2555 1.2884 0.2239
O 9.9343 0.0828 -0.4486 -0.0161
O -2.8010 -2.0971 -1.6760 0.0572
O -1.6890 -1.4144 -3.4715 -0.0821
O 9.2335 1.5761 1.1822 -0.1591
O -3.3234 -3.2689 0.3378 0.0508
H -3.0514 -0.6870 1.6544 -0.0027
H -2.7463 0.1573 0.1240 -0.0901
H -1.7779 1.8873 -1.4923 0.0229
H -0.4597 1.3105 -0.6348 0.0237
H 8.3441 1.5628 0.8137 0.0089
H -3.7001 -3.7729 -0.4138 0.0830

18
Properties=species:S:1:pos:R:3:lowdin_charge:R:1 method="wB97M-V/def2-TZVPD" lumo_energy_ev=-0.5208 gap_ev=6.72
C 0.9696 -0.5625 0.7903 -0.6180
C 0.7315 1.8687 0.0747 -0.4786
C -0.8398 0.3160 -1.0009 -0.1725
C 2.0125 -1.1087 0.1733 -0.7259
C -2.4630 -0.8059 0.2487 0.0152
N 1.0235 0.8875 0.9573 0.1353
N 0.1286 1.2238 -1.1561 0.1983
O 0.0537 -1.1834 1.3592 -0.0545
O 0.7969 3.0605 0.2668 0.1046
O -1.6484 0.3201 -0.0871 0.0390
F 2.1038 -2.4316 -0.1344 -0.0346
Br 3.4175 -0.1180 -0.5460 0.7625
H -0.7834 -0.5086 -1.6699 0.1689
H -3.4383 -0.5202 0.6615 0.1066
H -1.7764 -1.3153 0.9996 0.1024
H -2.5677 -1.4637 -0.6454 0.1130
H 1.5981 1.1223 1.7499 0.1599
H 0.6815 1.2191 -2.0417 0.1784

13
Properties=species:S:1:pos:R:3:lowdin_charge:R:1 method="wB97M-V/def2-TZVPD" lumo_energy_ev=-1.3708 gap_ev=8.06
C 0.7183 1.3047 -0.3939 -0.3743
C 0.9290 -1.2242 1.0072 -0.3579
C 0.3022 0.1760 0.0633 -0.6103
C -0.1613 -0.5586 -1.2041 -0.0693
C -0.8432 0.4713 1.0602 -0.0868
N 0.9651 2.3460 -0.5577 0.2359
Br 2.6432 -1.6755 0.5502 0.7102
H -0.3153 -1.6330 -1.0415 0.0715
H 0.5459 -0.3876 -2.0297 0.0989
H -1.2898 -0.3930 -1.3914 0.1256
H -1.2418 -0.4598 1.3167 0.0326
H -1.7090 1.0089 0.6022 0.1016
H -0.5432 1.0248 2.0185 0.1224

Short version: E = -323.39566, -323.40440, -323.33228, -323.42495, -398.65596, -398.71536, -796.67040, -872.01530, -646.22841, -742.14200, -1215.51951, -609.99295, -1212.25240, -194.01032, -193.99586, -194.06288, -193.94060, -875.60688, -3203.13488, -2822.66135 Eh, in the order given.
Short version: energy relative to the best compared isomer or geometry (same formula, charge and spin) = 3.3749, 3.1370, 5.0996, 2.5779, 3.3339, 1.7175, 2.4434, 4.3607, 1.6993, 2.2962, 3.0167, 0.0000, 0.0000, 1.9093, 2.3028, 0.4790, 3.8064, 3.9312, 0.0000, 4.8113 eV, in the order given.